# 1
Density functional theory data (the ωB97M-V functional and the def2-TZVPD basis) for a molecular structure, C19H26AlCl2F10NO16PS at a distorted geometry.

Element x y z (Å)
N  0.3421  -1.0524  1.4030
C  0.0669  0.1775  1.4257
C  0.3382  1.0363  0.1661
C  0.3712  2.5678  0.3616
C  -1.0964  3.0949  0.2275
C  -1.9556  2.9393  1.5043
O  -3.1725  2.2829  1.2930
C  -3.9637  2.8802  0.3003
C  -5.3742  2.3085  0.2980
F  -5.9207  2.6286  1.5039
F  -6.1302  2.9396  -0.6130
C  -5.4563  0.7448  0.1750
F  -6.6792  0.3947  -0.2498
F  -5.2992  0.2505  1.4113
C  -4.4248  0.0988  -0.8021
F  -4.8367  -1.1716  -0.9835
F  -3.1877  0.0137  -0.2719
C  -4.3263  0.7321  -2.2237
F  -5.5129  1.1429  -2.6869
F  -3.8919  -0.2546  -3.0431
O  1.0251  2.8266  1.6652
S  2.1443  3.9780  1.3422
O  2.0345  5.0927  2.2995
O  3.4174  3.3952  1.1654
O  1.4746  4.6040  0.0796
C  1.1154  3.3934  -0.6975
P  2.4692  2.5544  -1.7541
O  3.3572  3.8557  -2.1882
Cl  1.4301  2.0108  -3.4353
H  0.7280  -1.2930  0.4876
H  -0.3291  0.5703  2.3670
H  1.2924  0.6847  -0.2347
H  -0.3984  0.7901  -0.5975
H  -1.0264  4.1650  0.0232
H  -1.4977  2.5626  -0.6277
H  -1.3982  2.3329  2.2174
H  -2.0778  3.9156  1.9906
H  -3.5713  2.8198  -0.7188
H  -4.0557  3.9512  0.5270
H  -3.5571  1.5034  -2.3047
H  0.3932  3.7271  -1.4419
H  2.8064  4.6522  -2.2054
O  2.3725  1.3123  4.0231
H  1.6810  0.9566  4.6261
H  3.0852  1.7531  4.5273
H  1.9892  1.8924  3.3279
C  -1.4063  -4.6283  -2.5914
C  -2.3533  -3.6017  -3.1618
O  -2.1581  -2.4986  -2.2863
C  -0.8890  -2.5892  -1.8307
O  -0.3175  -1.6915  -1.2929
O  -0.3611  -3.8013  -2.0559
F  -3.6398  -4.0076  -3.0854
H  -1.8596  -5.2060  -1.7853
H  -1.0193  -5.3118  -3.3417
H  -2.1298  -3.2975  -4.1854
C  3.7940  -2.9075  -1.5948
C  4.5701  -3.6858  -2.6303
O  3.6093  -3.8661  -3.6639
C  2.7587  -2.8099  -3.5977
O  2.0003  -2.5031  -4.4600
O  2.8876  -2.1497  -2.4240
F  4.9498  -4.8961  -2.1683
H  3.2245  -3.5561  -0.9285
H  4.4191  -2.2545  -0.9932
H  5.4411  -3.1655  -3.0334
C  3.0866  -1.6364  3.3416
C  3.9832  -2.6552  2.5927
O  3.4131  -3.2804  1.6629
O  5.1451  -2.7307  3.0054
H  2.0748  -1.6147  2.9317
H  3.0300  -1.9099  4.3995
H  3.5187  -0.6336  3.2546
Al  3.3903  5.3569  3.8350
O  2.4534  -5.2263  4.1090
H  2.6171  -4.5571  3.4039
Cl  0.9727  -4.4464  4.9158

## Properties
Orbital gap   2.936 eV
LUMO   -6.3 eV
E_HOMO   -9.204 eV
Charge   +1
Energy above the lowest of the compared OMol25 structures with the same formula, charge and spin   0.00 kcal per mole

---

# 2
Density functional theory data (the ωB97M-V functional and the def2-TZVPD basis) for a single C4H8O2 molecule at a distorted geometry.

Element x y z (Å)
C  -0.7505  0.2235  -1.1376
C  -0.0029  0.6526  0.1175
C  0.1592  -0.7068  0.8087
C  1.4516  0.0051  0.1598
H  -0.4589  -1.8062  -0.4037
H  -0.6255  0.8001  -2.0410
H  -1.7509  0.5895  -1.0508
H  -0.7237  1.6659  1.6414
H  -0.7687  -1.5166  0.4341
H  0.1883  -0.6155  2.0045
H  2.2671  0.3878  0.7640
H  1.6312  -0.2380  -0.9183
O  -0.5442  -1.2158  -1.3342
O  -0.0720  1.7745  0.9555

## Properties
SMILES   OCC1(O)CC1
Orbital gap   10.099 eV
LUMO   0.7 eV
E_HOMO   -9.375 eV
Charge   0
Energy above the lowest of the compared OMol25 structures with the same formula, charge and spin   149.01 kcal per mole

---

# 3
Density functional theory data (the ωB97M-V functional and the def2-TZVPD basis) for a molecular structure, C4H8O3.

Element x y z (Å)
C  0.8384  -0.3319  -1.5285
C  0.2878  0.5681  -0.5748
O  -1.4277  0.0532  -0.8899
C  0.3328  0.4117  0.9290
O  -0.5739  1.2590  1.5624
C  0.1170  -1.0205  1.3850
O  -0.7095  -1.2777  2.2287
H  -0.6436  -0.4242  -1.6520
H  1.3136  0.1004  -2.4051
H  1.2719  -1.2696  -1.1871
H  0.2185  1.6185  -0.8566
H  -1.9909  0.7594  -1.2514
H  1.3652  0.6813  1.2194
H  -1.1631  0.6743  2.0717
H  0.7635  -1.8019  0.9491

## Properties
Orbital gap   9.495 eV
LUMO   0.7 eV
E_HOMO   -8.786 eV
Charge   0
Energy above the lowest of the compared OMol25 structures with the same formula, charge and spin   102.02 kcal per mole

---

# 4
Density functional theory data (the ωB97M-V functional and the def2-TZVPD basis) for a molecular structure, C5H9ErO3 at a distorted geometry.

Element x y z (Å)
H  1.0383  -3.4381  -1.8822
O  -0.0011  0.7697  1.1959
Er  -2.2391  -0.8253  4.1409
O  -1.3293  -0.9472  1.6071
C  -0.5795  -0.3519  0.8383
O  -0.2940  -0.7364  -0.3743
C  -1.0524  -1.7297  -1.0505
C  0.6855  1.5767  0.2102
C  1.1484  2.8468  0.8759
H  1.5283  0.9958  -0.1860
H  -0.0068  1.7814  -0.6162
H  1.7936  2.6322  1.7377
H  1.7269  3.4299  0.1465
H  0.2963  3.4538  1.2079
C  -0.3662  -2.3318  -2.0902
H  -1.6474  -2.3437  -0.3680
H  -0.9283  -3.0910  -2.6401
H  0.2268  -1.6912  -2.7529

## Properties
Orbital gap (spin up / spin down)   5.228 / 3.152 eV
LUMO (spin up / spin down)   0.5 / -1.5 eV
E_HOMO (spin up / spin down)   -4.763 / -4.694 eV
Multiplicity   4
Charge   0
Energy above the lowest of the compared OMol25 structures with the same formula, charge and spin   29.82 kcal per mole

---

# 5
Density functional theory data (the ωB97M-V functional and the def2-TZVPD basis) for a gas-phase ion, C3H7INS (charge +1) at a distorted geometry.

Element x y z (Å)
C  -0.5273  0.3826  -0.7929
C  -1.1216  -1.0148  -0.4385
C  1.3056  -0.0151  0.8501
N  0.1682  0.9139  0.4786
S  0.2051  -2.1699  0.1038
I  3.0957  0.3013  -0.0981
H  0.0386  0.2846  -1.7353
H  -1.2831  1.0615  -0.9651
H  -1.8203  -0.9117  0.5005
H  -1.7240  -1.3757  -1.3100
H  1.5257  -0.3464  1.9101
H  0.6600  1.8644  0.2581
H  -0.5227  1.0253  1.2386

## Properties
Orbital gap (spin up / spin down)   7.637 / 7.638 eV
LUMO (spin up / spin down)   -5.5 / -5.5 eV
E_HOMO (spin up / spin down)   -13.096 / -13.097 eV
Charge   +1
Energy above the lowest of the compared OMol25 structures with the same formula, charge and spin   37.24 kcal per mole

---

# 6
Density functional theory data (the ωB97M-V functional and the def2-TZVPD basis) for 2 unconnected molecules or ions with the total composition C4H5F3 at a distorted geometry.

Element x y z (Å)
C  2.1584  -1.5621  -1.2797
C  3.0739  -1.2372  -2.0130
C  -2.2058  -0.6002  -0.3022
C  -1.2650  -0.7180  0.9377
F  4.0993  -0.9707  -2.6887
F  -0.2772  0.2371  1.0845
F  -1.9805  -0.6931  2.0894
H  1.2857  -1.4611  -0.6573
H  -0.7304  -1.5973  0.8846
H  -2.0469  -1.4106  -1.0128
H  -3.2606  -0.6759  0.1343
H  -1.9801  0.4166  -0.7432

## Properties
SMILES   CC(F)F.C#CF
Orbital gap   11.310 eV
LUMO   0.8 eV
E_HOMO   -10.554 eV
Charge   0
Energy above the lowest of the compared OMol25 structures with the same formula, charge and spin   57.70 kcal per mole

---

Question: What is the charge in the sixth record?
Answer: 0

---

What did the second record say?
Density functional theory data (the ωB97M-V functional and the def2-TZVPD basis) for a single C4H8O2 molecule at a distorted geometry.

Element x y z (Å)
C  -0.7505  0.2235  -1.1376
C  -0.0029  0.6526  0.1175
C  0.1592  -0.7068  0.8087
C  1.4516  0.0051  0.1598
H  -0.4589  -1.8062  -0.4037
H  -0.6255  0.8001  -2.0410
H  -1.7509  0.5895  -1.0508
H  -0.7237  1.6659  1.6414
H  -0.7687  -1.5166  0.4341
H  0.1883  -0.6155  2.0045
H  2.2671  0.3878  0.7640
H  1.6312  -0.2380  -0.9183
O  -0.5442  -1.2158  -1.3342
O  -0.0720  1.7745  0.9555

## Properties
SMILES   OCC1(O)CC1
Orbital gap   10.099 eV
LUMO   0.7 eV
E_HOMO   -9.375 eV
Charge   0
Energy above the lowest of the compared OMol25 structures with the same formula, charge and spin   149.01 kcal per mole